Entry from OMol25: a 15-piece molecular cluster, C72H168N6O24 overall in a non-equilibrium geometry (wB97M-V/def2-TZVPD).

The geometry in ORCA input format:
```
! wB97M-V def2-TZVPD RIJCOSX def2/J DEFGRID3
* xyz 0 1
O 5.2286 -2.2930 -2.2450
O 1.1674 3.5145 4.5695
O -3.5200 3.4820 -5.1039
O 2.4748 0.6418 4.8506
O -2.2256 -4.4075 -0.9757
O -0.6850 -1.9379 -1.4891
O 1.6509 -9.0123 0.0591
O 0.1890 -6.6710 1.1305
O -1.4068 1.9565 -4.1056
O 6.3223 1.0296 -3.3239
O 2.3316 -6.3103 2.4970
O 0.2479 -1.5998 -5.0468
O -2.2834 4.3403 -2.5649
O -3.6661 -6.3414 0.0584
O -4.2842 0.8218 -4.4645
O 2.6612 -6.2396 5.3478
O 4.4899 -4.7025 1.9197
O 7.2947 -4.3658 1.0506
O 1.3175 6.1333 2.4932
O 6.8557 1.6610 -0.2216
O -8.1398 -2.3569 1.1086
O 3.0071 -1.7480 -4.0384
O -3.7150 -3.0364 7.1797
O 1.4614 0.7572 -5.6310
N -0.4919 -1.6681 -0.0988
N 0.9470 2.0590 -5.3742
N -2.7762 -3.0998 6.1006
N -7.0104 -2.4764 0.1560
N 0.0498 5.6183 2.3504
N 6.4048 2.5668 0.7958
C 0.7160 -0.2833 2.0184
C -0.5965 7.0910 4.0723
C -1.7557 -3.0854 3.5235
C -4.5966 -3.8980 4.5215
C 4.9872 2.3845 0.9180
C -7.6309 -3.2944 -1.0231
C -0.4556 0.7791 -0.7653
C 0.8993 -1.9960 0.1397
C 4.7347 0.9926 1.3409
C -6.5850 -1.0522 -0.1150
C 1.0088 -3.5140 -0.0254
C 6.3702 -3.2432 1.1581
C -3.3049 -0.8462 5.0324
C 0.2839 -7.0309 -0.2335
C -3.0221 -4.0521 0.1303
C 4.6530 3.3273 2.1193
C -0.7843 -0.1141 1.6139
C 6.3859 4.8550 1.4451
C 2.3085 -2.9342 -4.4561
C 2.0103 2.6461 -7.6193
C -2.3007 5.1422 -3.7519
C -1.4398 4.3196 1.0039
C 0.7854 -2.7178 -4.3001
C 6.9677 3.8814 0.4295
C 5.5679 -0.9619 -2.0438
C -6.5593 -3.2625 -2.0727
C -3.2227 -5.3260 0.9687
C -3.4884 4.8106 -4.5863
C -3.2395 0.5088 -3.5425
C 1.9492 -1.2742 -0.6462
C -0.8407 6.6740 2.6620
C 0.5693 2.2907 5.0752
C 4.0617 2.5805 -0.2923
C -7.6637 -4.7528 -0.4369
C -1.0120 -0.3002 0.0904
C -3.2565 -4.2041 5.1320
C 0.7944 2.7159 -6.7634
C 1.5144 -7.7990 -0.6259
C 1.2440 4.9873 -5.5544
C -1.5136 -1.0161 6.7855
C -5.7116 -1.0577 -1.3555
C 1.1581 -1.7033 1.6034
C 5.0053 -3.8860 0.8758
C -2.2767 6.0314 2.6227
C -2.1377 -4.3596 4.1600
C -6.2379 -1.8316 -2.5442
C 6.1404 -0.3688 -3.3821
C 8.5435 3.7602 0.5918
C -2.5051 5.3402 1.3361
C 1.6648 1.9990 -3.0984
C 2.6249 -5.0749 4.5168
C 1.8923 2.7679 -4.4180
C -3.3843 -5.5218 5.8450
C 4.8947 4.7275 1.7381
C 1.6507 1.4432 5.6673
C 0.3534 4.1478 -6.4245
C -1.2314 -2.0903 4.5476
C 0.2483 5.7589 -0.2466
C 1.6838 -5.3744 3.3989
C -7.6824 0.0306 -0.3624
C -2.5032 -0.2750 -0.0502
C 6.6738 4.4630 -0.9543
C -0.7345 7.9364 1.8222
C -2.2692 -1.7575 5.6336
C 3.4010 2.7011 -4.7215
C 0.9968 3.8320 1.1428
C -5.7603 -0.7257 1.1631
C -0.2905 1.9442 -7.4701
C -8.9833 -2.9034 -1.4844
C -1.8398 0.5922 -4.0962
C 1.4175 4.2016 -4.2688
C -0.0579 4.9357 1.0567
H 1.4806 -8.8451 1.0042
H -9.3502 -3.5513 -2.2922
H 6.6044 -2.4758 0.3834
H -4.8205 -1.5798 -0.9768
H -3.2613 1.1608 -2.6691
H -3.4441 4.7563 1.4110
H -0.5684 1.9808 -4.6253
H 1.6724 3.0530 -8.5650
H -2.2248 -5.6208 1.3873
H -1.3775 -0.8621 2.1437
H 4.7442 -0.3508 -1.6675
H 0.1169 -6.1489 -0.8387
H 1.1585 3.2959 0.2351
H 2.2141 -1.9233 1.7357
H -4.3177 -2.3732 6.8915
H -2.9476 -0.8811 0.6789
H -0.6733 4.0871 -5.9874
H -4.3826 1.7753 -4.6220
H -1.2783 -2.7126 -1.4575
H 3.8288 1.7090 -4.7787
H 7.1208 3.7607 -1.6865
H -6.8834 -3.7887 -2.9323
H 2.8262 -1.0724 -4.6900
H 5.3389 -0.5657 -4.1243
H -2.2896 5.3538 3.4681
H 5.6210 4.6079 -1.2167
H -7.9193 -2.9719 1.8488
H 2.0222 4.1510 1.4709
H -0.6807 6.0266 -0.7616
H -3.6401 -7.2116 0.4675
H 2.7648 3.3150 -7.2261
H 0.7736 -0.2238 3.1228
H 2.1849 5.2781 -6.0971
H -1.0951 -1.7742 7.4212
H 6.6701 5.8358 1.1215
H 0.2156 4.6350 -7.3892
H -0.6454 -7.6457 -0.3779
H 2.1079 -0.2088 -0.3478
H 2.9269 -1.7733 -0.5684
H 9.0792 3.1675 -0.1325
H -0.4164 -2.5782 5.1226
H -2.1431 -0.3860 7.4432
H 2.5431 -3.0532 -5.5392
H -0.7958 6.2853 4.7746
H 5.3258 2.9334 2.9122
H 3.6090 3.3097 -5.6152
H -1.3244 -4.7857 4.7258
H -4.8706 -1.3153 1.2548
H -4.5673 -3.3082 3.6076
H 0.4557 4.1127 -3.7854
H -6.4220 -0.7660 1.9978
H 6.2764 -0.9605 -1.2040
H 8.7113 3.4404 1.6379
H 0.0818 1.8028 4.2177
H -2.4939 -3.2767 0.7419
H 3.1369 1.2152 4.4344
H -3.8427 -1.3244 4.1722
H -2.8324 -0.5343 -1.0633
H -1.4018 4.9569 -4.3442
H -6.8257 -4.8365 0.2425
H -2.6958 2.9692 -4.9433
H -1.4645 7.7562 4.3457
H -5.5002 -1.7044 -3.3291
H 0.7529 -5.7677 3.8276
H -7.9077 0.0336 -1.4189
H 0.0870 0.9799 -7.8821
H 2.2273 2.0319 6.3507
H 7.1884 5.3951 -1.0214
H 2.1622 2.5126 -2.2918
H -3.4027 -0.5047 -3.2031
H -5.3361 -0.0690 -1.5571
H -5.6997 -3.7875 -1.6274
H 0.1534 -4.1177 0.3440
H 2.4342 1.6494 -7.7151
H -2.3819 -5.3375 -1.1990
H -5.4651 0.3027 1.0786
H 4.5435 -2.3078 -2.9475
H 3.8423 3.1844 -3.8656
H 6.9915 4.7094 2.3668
H 0.8325 6.6506 -0.0454
H -5.2451 -3.5860 5.3184
H -4.1054 -0.4939 5.7231
H -2.7437 5.9833 0.4614
H -0.8778 -1.1690 4.0455
H -0.6822 -0.4733 6.3640
H 1.7689 5.6644 3.2353
H 3.1202 -6.9476 4.8100
H 3.6412 -4.9145 4.1041
H 0.5844 0.8923 -0.4299
H -2.5158 -5.7401 6.5316
H -3.4245 -6.2830 5.0662
H 0.2259 -3.6358 -4.4825
H 1.0967 -6.4458 1.4929
H -2.3871 -5.1374 3.3985
H 2.0054 4.7572 -3.4979
H -2.2628 6.1826 -3.4227
H 0.7882 5.1093 -0.9608
H -2.6284 -2.6294 3.1055
H -9.6423 -2.9429 -0.6102
H 0.5859 4.0110 3.9654
H 2.6288 -3.7646 -3.8144
H -7.1562 -1.4270 -3.0127
H -7.4898 1.0000 0.0885
H 0.7209 3.0020 1.8232
H -2.9844 6.8481 2.8468
H 7.0738 -0.9433 -3.7289
H 3.6561 3.0567 2.3844
H -2.8603 0.7610 0.1821
H -4.4027 4.8962 -3.9728
H 0.8441 0.0384 -5.3635
H -1.0883 1.5888 -6.8062
H -1.3714 3.4854 1.7523
H -7.5094 -5.3415 -1.2893
H 1.4433 -7.9929 -1.6770
H 1.1321 0.7148 6.2998
H -3.9052 -5.0885 1.7664
H 8.9626 4.7564 0.5443
H 5.3995 0.6449 2.1660
H 0.6105 2.1694 -2.8611
H -4.2627 -5.4729 6.4761
H -1.4622 8.6681 2.2672
H 2.4183 -7.1756 -0.4903
H 1.4014 0.4288 1.5342
H -8.5179 -5.0705 0.1378
H 6.6424 1.2727 -2.4137
H 4.2260 -3.1741 0.6168
H 1.9379 0.9719 -3.1466
H 0.7658 5.9613 -5.3245
H 4.5750 2.3439 -1.2324
H 5.2502 -5.1038 2.3641
H 3.6951 1.1134 1.6977
H -3.5389 5.5177 -5.3757
H 7.5711 1.1768 0.1679
H -8.5882 -0.2227 0.1478
H 5.0868 -4.5229 -0.0279
H 1.4391 -4.4666 2.8138
H -1.7959 0.2348 -5.1696
H -1.1385 -0.0127 -3.5328
H 3.6044 3.5850 -0.4183
H 4.7274 5.3909 2.6193
H 0.2383 8.3973 1.9595
H -0.7792 2.5583 -8.2214
H -0.0638 2.5723 5.8978
H -2.9161 0.1151 4.7099
H 6.3647 -2.8328 2.1739
H -1.5591 3.9156 0.0273
H 8.1380 -4.1276 1.4279
H 1.0791 -3.8240 -1.0627
H 3.1717 -5.9646 2.1020
H -1.1170 -3.2050 2.6506
H 1.9061 -3.8524 0.4984
H -1.1647 0.8634 1.9383
H -0.4143 0.3476 -1.7659
H 2.3790 -4.1527 5.0836
H 0.3425 7.5728 4.2940
H -8.9556 -1.8797 -1.8542
H -5.0520 -4.8157 4.1617
H 0.6723 -2.4782 -3.2312
H 4.7818 0.2434 0.5424
H 0.6108 -2.4375 2.1968
H 4.4006 5.0610 0.8356
H -2.2214 3.4195 -2.8459
H 3.1702 1.9981 -0.0912
H -1.0373 1.6740 -0.7268
H -1.0287 7.6361 0.8173
H 0.0998 -2.0071 -5.9042
H 1.5292 -1.1847 -1.6793
H -4.0391 -3.5868 -0.1079
*
```

Its LUMO energy is 0.00822 hartree. Its gap between HOMO and LUMO is 8.703 eV. For the calculated total energy, the calculation gives -4977.97953 a.u. The value obtained for the energy above the lowest of the compared OMol25 structures with the same formula, charge and spin is 46.6 kcal per mole. For the molar mass, the calculation gives 1502.15 g mol⁻¹.